# 1
A molecular structure, C70H55CrNO4P2SSi in a non-equilibrium geometry. Source: the Open Molecules 2025 dataset; level of theory: ωB97M-V/def2-TZVPD.

Values from the calculation:
HOMO (alpha / beta): -7.278 / -8.050 eV
LUMO energy (alpha / beta): -0.00631 / -0.00625 hartree
ΔE to the lowest compared entry with this formula, charge and spin: 0.00 kcal per mole
2S+1: 5

XYZ file:
```
135
Properties=species:S:1:pos:R:3:lowdin_spin:R:1
Cr -0.083 -0.308 -0.220 3.71
O -0.826 -1.926 2.091 0.02
S -0.037 -0.667 2.378 0.05
C -1.125 0.229 3.460 0.00
C -0.654 0.851 4.586 0.00
C -1.514 1.395 5.561 0.00
C -2.854 1.274 5.364 0.00
C -4.017 1.674 6.243 0.00
C -5.282 1.272 5.438 0.00
C -4.748 0.685 4.151 0.00
C -5.387 0.175 3.066 0.00
C -4.605 -0.246 1.966 0.00
C -3.231 -0.218 1.923 0.00
P -2.471 -0.700 0.293 0.01
C -3.536 0.119 -0.993 0.00
C -4.834 -0.280 -1.332 0.00
C -5.552 0.384 -2.314 0.00
C -4.977 1.448 -3.003 0.00
C -3.674 1.821 -2.718 0.00
C -2.961 1.160 -1.722 0.00
C -2.999 -2.441 0.062 0.00
C -3.216 -3.298 1.135 0.00
C -3.543 -4.632 0.916 0.00
C -3.647 -5.126 -0.375 0.00
C -3.414 -4.282 -1.455 0.00
C -3.086 -2.949 -1.239 0.00
C -2.528 0.222 3.117 0.00
C -3.339 0.708 4.163 0.00
C 1.314 -1.178 3.413 0.01
C 0.994 -1.708 4.636 0.00
C 1.963 -2.085 5.585 0.00
C 3.273 -1.899 5.259 0.00
C 4.528 -2.119 6.072 0.00
C 5.690 -1.874 5.073 0.00
C 5.014 -1.387 3.813 0.00
C 5.533 -1.002 2.617 0.00
C 4.634 -0.690 1.577 0.00
C 3.259 -0.700 1.693 0.00
P 2.382 -0.416 0.090 0.02
C 3.240 -1.676 -0.976 0.00
C 3.426 -1.465 -2.342 0.00
C 3.967 -2.459 -3.150 0.00
C 4.321 -3.686 -2.610 0.00
C 4.138 -3.909 -1.252 0.00
C 3.604 -2.915 -0.443 0.00
C 3.050 1.142 -0.630 0.01
C 4.117 1.893 -0.143 0.00
C 4.643 2.940 -0.894 0.00
C 4.119 3.238 -2.144 0.00
C 3.020 2.532 -2.615 0.00
C 2.473 1.512 -1.849 0.01
C 2.681 -1.058 2.972 0.00
C 3.613 -1.420 3.973 0.00
H 0.417 0.872 4.762 0.00
H -1.101 1.866 6.448 0.00
H -3.997 2.746 6.449 0.00
H -3.971 1.163 7.205 0.00
H -5.920 2.133 5.233 0.00
H -5.890 0.545 5.978 0.00
H -6.468 0.108 3.014 0.00
H -5.137 -0.600 1.094 0.00
H -5.281 -1.143 -0.852 0.00
H -6.558 0.061 -2.557 0.00
H -5.540 1.967 -3.771 0.00
H -3.202 2.626 -3.273 0.00
H -1.937 1.447 -1.515 0.00
H -3.109 -2.924 2.146 0.00
H -3.710 -5.288 1.762 0.00
H -3.902 -6.165 -0.543 0.00
H -3.484 -4.659 -2.470 0.00
H -2.895 -2.300 -2.086 0.00
H -0.056 -1.826 4.883 0.00
H 1.660 -2.488 6.545 0.00
H 4.560 -3.117 6.511 0.00
H 4.561 -1.406 6.897 0.00
H 6.240 -2.794 4.871 0.00
H 6.412 -1.148 5.448 0.00
H 6.601 -0.975 2.434 0.00
H 5.057 -0.471 0.606 0.00
H 3.158 -0.521 -2.794 0.00
H 4.111 -2.266 -4.207 0.00
H 4.736 -4.463 -3.242 0.00
H 4.405 -4.863 -0.815 0.00
H 3.459 -3.116 0.609 0.00
H 4.540 1.677 0.829 0.00
H 5.471 3.517 -0.500 0.00
H 4.550 4.036 -2.739 0.00
H 2.572 2.791 -3.566 0.00
H 1.603 0.981 -2.222 0.00
O -0.264 1.611 0.305 0.06
Si -0.362 3.081 0.939 0.01
C 0.970 3.321 2.270 0.00
C 1.313 4.581 2.781 0.00
C 2.295 4.721 3.755 0.00
C 2.960 3.600 4.246 0.00
C 2.643 2.341 3.754 0.00
C 1.660 2.218 2.775 0.00
C -1.998 3.531 1.776 0.00
C -3.224 3.493 1.092 0.00
C -4.404 3.933 1.676 0.00
C -4.390 4.445 2.969 0.00
C -3.193 4.490 3.671 0.00
C -2.018 4.031 3.083 0.00
C -0.054 4.467 -0.298 0.00
C 1.266 4.776 -0.643 0.00
C 1.566 5.850 -1.471 0.00
C 0.543 6.654 -1.965 0.00
C -0.775 6.375 -1.627 0.00
C -1.065 5.295 -0.799 0.00
H 0.809 5.466 2.404 0.00
H 2.547 5.706 4.131 0.00
H 3.725 3.712 5.006 0.00
H 3.160 1.459 4.124 0.00
H 1.422 1.238 2.376 0.00
H -3.261 3.130 0.075 0.00
H -5.331 3.897 1.112 0.00
H -5.305 4.806 3.424 0.00
H -3.169 4.891 4.679 0.00
H -1.095 4.090 3.650 0.00
H 2.075 4.177 -0.240 0.00
H 2.600 6.070 -1.718 0.00
H 0.773 7.499 -2.604 0.00
H -1.575 7.007 -1.997 0.00
H -2.100 5.099 -0.534 0.00
O -0.370 -1.085 -2.950 0.03
C -0.089 -2.122 -2.351 0.02
C 0.114 -3.493 -2.960 0.00
C 0.316 -4.395 -1.738 0.00
C 0.522 -3.414 -0.592 0.01
O 1.025 -3.686 0.478 0.01
N 0.102 -2.154 -0.998 0.01
H 1.001 -3.455 -3.595 0.00
H -0.738 -3.761 -3.585 0.00
H 1.166 -5.071 -1.809 0.00
H -0.576 -4.982 -1.514 0.00
```

# 2
14 unconnected molecules or ions with the total composition C70H70N14 in a non-equilibrium geometry. Source: the Open Molecules 2025 dataset; level of theory: ωB97M-V/def2-TZVPD.

Values from the calculation:
HOMO: -9.297 eV
LUMO energy: 0.01818 hartree
ΔE to the lowest compared entry with this formula, charge and spin: 112.07 kcal per mole
2S+1: 1

XYZ file:
```
154
Properties=species:S:1:pos:R:3:lowdin_charge:R:1
N 0.828 4.812 -1.224 0.07
C 1.682 5.829 -1.178 -0.16
C 2.716 5.964 -2.080 -0.06
C 3.004 4.877 -2.932 -0.06
C 2.089 3.832 -3.005 -0.07
C 1.004 3.863 -2.165 -0.17
H 1.475 6.520 -0.374 0.10
H 3.254 6.900 -2.121 0.10
H 3.828 4.998 -3.619 0.10
H 2.213 3.026 -3.713 0.10
H 0.228 3.118 -2.255 0.07
N 1.048 1.423 5.219 0.05
C 0.503 1.027 4.050 -0.14
C -0.845 1.384 3.779 -0.06
C -1.636 1.969 4.780 -0.05
C -1.083 2.302 6.054 -0.07
C 0.265 2.069 6.205 -0.12
H 1.226 0.512 3.435 0.07
H -1.119 1.095 2.775 0.09
H -2.615 2.367 4.557 0.09
H -1.743 2.750 6.783 0.10
H 0.690 2.302 7.169 0.09
N 0.509 -0.043 -7.551 0.04
C -0.842 0.311 -7.403 -0.13
C -1.393 0.604 -6.174 -0.08
C -0.575 0.405 -5.023 -0.08
C 0.723 -0.050 -5.160 -0.08
C 1.290 -0.175 -6.464 -0.14
H -1.452 0.499 -8.274 0.09
H -2.424 0.927 -6.157 0.09
H -0.995 0.595 -4.047 0.07
H 1.360 -0.204 -4.302 0.08
H 2.297 -0.535 -6.613 0.10
N 6.181 3.866 1.242 0.04
C 5.645 3.629 2.443 -0.15
C 4.609 2.719 2.783 -0.05
C 4.021 2.144 1.673 -0.09
C 4.449 2.496 0.359 -0.06
C 5.523 3.397 0.195 -0.15
H 6.219 4.121 3.214 0.09
H 4.254 2.513 3.782 0.09
H 3.185 1.463 1.731 0.07
H 3.930 2.036 -0.469 0.08
H 6.102 3.553 -0.703 0.10
N -0.579 -4.627 -2.001 0.06
C -0.610 -5.966 -1.637 -0.12
C -1.271 -6.964 -2.407 -0.07
C -1.763 -6.523 -3.603 -0.10
C -1.683 -5.177 -4.048 -0.06
C -1.105 -4.221 -3.204 -0.13
H -0.291 -6.236 -0.642 0.08
H -1.346 -8.002 -2.119 0.10
H -2.254 -7.229 -4.256 0.10
H -2.096 -4.913 -5.010 0.10
H -1.062 -3.165 -3.429 0.08
N 4.056 -3.074 -2.456 0.04
C 5.421 -3.005 -2.109 -0.08
C 5.897 -2.015 -1.174 -0.08
C 5.005 -1.108 -0.713 -0.11
C 3.666 -1.031 -1.161 -0.05
C 3.228 -2.066 -2.043 -0.14
H 6.100 -3.803 -2.373 0.09
H 6.857 -2.122 -0.692 0.10
H 5.230 -0.423 0.090 0.09
H 3.025 -0.246 -0.787 0.06
H 2.257 -1.995 -2.511 0.08
N -4.402 -2.431 -1.927 0.06
C -5.337 -2.809 -0.980 -0.13
C -6.274 -1.893 -0.458 -0.06
C -6.252 -0.590 -0.981 -0.10
C -5.401 -0.212 -2.009 -0.10
C -4.500 -1.153 -2.486 -0.13
H -5.419 -3.821 -0.612 0.09
H -6.920 -2.147 0.370 0.10
H -7.012 0.097 -0.637 0.11
H -5.321 0.756 -2.481 0.09
H -3.731 -0.892 -3.198 0.09
N -1.352 0.507 -1.130 0.08
C -0.967 -0.800 -1.053 -0.14
C 0.042 -1.265 -0.243 -0.06
C 0.833 -0.283 0.471 -0.08
C 0.477 1.033 0.354 -0.09
C -0.553 1.417 -0.512 -0.15
H -1.440 -1.428 -1.793 0.08
H 0.337 -2.303 -0.215 0.08
H 1.495 -0.673 1.229 0.08
H 1.044 1.822 0.826 0.08
H -0.875 2.447 -0.540 0.08
N -3.918 2.734 -4.275 0.05
C -4.629 3.566 -5.039 -0.18
C -4.291 4.851 -5.389 -0.09
C -3.005 5.280 -5.135 -0.06
C -2.163 4.408 -4.357 -0.03
C -2.737 3.228 -3.772 -0.12
H -5.421 2.946 -5.434 0.10
H -4.980 5.454 -5.961 0.10
H -2.646 6.206 -5.560 0.10
H -1.123 4.663 -4.217 0.08
H -2.181 2.695 -3.015 0.06
N -1.445 -4.331 3.103 0.06
C -1.594 -3.674 1.890 -0.15
C -2.260 -4.186 0.848 -0.09
C -2.753 -5.514 0.975 -0.06
C -2.659 -6.214 2.205 -0.06
C -1.966 -5.544 3.195 -0.19
H -1.024 -2.761 1.981 0.09
H -2.308 -3.662 -0.096 0.08
H -3.279 -6.070 0.213 0.10
H -2.942 -7.253 2.294 0.10
H -1.828 -6.032 4.148 0.10
N 2.651 -7.493 0.657 0.05
C 2.515 -7.582 2.046 -0.13
C 2.111 -6.488 2.802 -0.08
C 1.825 -5.276 2.164 -0.11
C 1.945 -5.129 0.820 -0.08
C 2.379 -6.264 0.116 -0.15
H 2.778 -8.569 2.397 0.09
H 2.148 -6.746 3.850 0.10
H 1.477 -4.489 2.817 0.09
H 1.790 -4.168 0.352 0.09
H 2.745 -6.136 -0.892 0.10
N 3.353 -1.217 3.123 0.06
C 3.734 -2.483 3.093 -0.18
C 3.952 -3.325 4.165 -0.08
C 3.648 -2.841 5.446 -0.05
C 3.326 -1.432 5.538 -0.02
C 3.352 -0.654 4.327 -0.16
H 3.923 -2.778 2.072 0.10
H 4.123 -4.391 4.136 0.10
H 3.538 -3.474 6.314 0.10
H 3.022 -1.042 6.498 0.09
H 3.084 0.385 4.444 0.05
N -4.999 2.810 2.385 0.05
C -4.852 1.637 1.699 -0.13
C -4.168 1.552 0.488 -0.08
C -3.610 2.711 0.026 -0.08
C -3.673 3.912 0.777 -0.08
C -4.375 3.930 1.946 -0.17
H -5.332 0.780 2.148 0.10
H -4.190 0.636 -0.084 0.07
H -2.978 2.826 -0.842 0.07
H -3.151 4.742 0.325 0.10
H -4.599 4.812 2.527 0.09
N -0.894 4.769 2.488 0.09
C 0.334 4.409 3.069 -0.15
C 0.970 5.083 4.034 -0.13
C 0.445 6.162 4.644 -0.08
C -0.758 6.568 4.106 -0.07
C -1.462 5.862 3.085 -0.13
H 0.952 3.721 2.511 0.09
H 1.869 4.662 4.460 0.11
H 0.957 6.702 5.427 0.11
H -1.245 7.494 4.371 0.09
H -2.288 6.348 2.587 0.09
```

Which of these has the highest 2S+1?
C70H55CrNO4P2SSi

Look up the ΔE to the lowest compared entry with this formula, charge and spin of the second one.
112.07 kcal per mole

Which of these has the highest 2S+1?
C70H55CrNO4P2SSi